Entry 1:
DFT (ωB97M-V/def2-TZVPD) results for a cluster of 2 separate species, CH5O2P in total at a distorted geometry.

CARTESIAN COORDINATES (ANGSTROEM)
P1 -0.0243 -0.0825 -0.1883
O1 1.0649 -1.2068 0.2988
O2 0.7546 1.2414 0.2973
C1 -1.5996 -0.0624 0.4529
H1 0.5807 0.2987 -2.2787
H2 -1.9206 0.9463 0.2174
H3 1.3052 1.0422 1.0599
H4 -2.0669 -1.0297 0.3504
H5 1.9062 -1.1472 -0.2097

Cartesian forces, eV/Å:
P 1.3 1.2 -1.1
O -0.6 0.0 -0.7
O -0.2 0.4 -0.7
C 3.0 -1.0 -0.8
H -0.8 -0.7 2.7
H -0.8 -0.2 0.2
H -0.1 0.0 0.3
H -0.9 0.4 -0.1
H -0.9 0.0 0.2

Values from the calculation:
**Total energy**: -532.82053 hartree
**Total charge**: 0

=====

Entry 2:
DFT (ωB97M-V/def2-TZVPD) results for a structure of composition C28H28CoN9OS2Si at a distorted geometry.

CARTESIAN COORDINATES (ANGSTROEM)
Co1 -0.0163 -1.3233 -1.0348
S1 -0.9443 -0.3899 -3.1093
S2 1.6390 0.3813 -1.3229
Si1 -2.2512 -1.5808 -0.5258
O1 0.0888 -0.0167 1.2038
N1 0.4886 1.8921 2.4157
N2 3.3861 4.9769 -5.0149
N3 0.5785 -5.0957 1.9909
N4 -0.2108 3.0553 2.7414
N5 -0.1440 -4.8571 -3.5588
N6 -0.0469 -5.3423 -2.3016
N7 0.2082 -3.1068 -2.3470
N8 0.4804 -2.8592 0.2738
N9 0.2636 3.7984 -7.4469
C1 2.6339 1.0674 5.3158
C2 -3.4348 -0.1911 -1.0137
C3 -0.0681 1.5798 -4.7730
C4 3.6611 0.3830 4.6788
C5 1.5519 1.4043 3.2040
C6 -1.4149 1.9098 1.2169
C7 0.1508 0.8786 -3.5833
C8 2.5797 0.7313 2.5511
C9 2.7001 4.0929 -4.7452
C10 0.3624 -5.2112 0.6836
C11 1.8421 2.9867 -4.3862
C12 0.7835 -3.8540 2.4184
C13 0.4849 3.2822 -6.4421
C14 0.7563 2.6158 -5.1892
C15 -2.2094 4.2523 1.8765
C16 -3.0013 -3.1192 -1.3456
C17 0.0033 -3.5226 -3.5762
C18 0.3371 -4.1170 -0.1649
C19 -1.3245 3.0554 1.9175
C20 1.5667 1.5704 4.5822
C21 -0.2550 1.1054 1.5422
C22 0.6032 4.2614 2.8464
C23 2.0851 2.2866 -3.2134
C24 0.7345 -2.7475 1.5880
C25 1.2816 1.2192 -2.7976
C26 3.6251 0.2115 3.2993
C27 0.1625 -4.2390 -1.6195
C28 -2.5945 -1.8837 1.3150
H1 -1.7131 5.0914 1.3844
H2 -2.9884 -3.0208 -2.4370
H3 -3.1104 4.0184 1.3144
H4 2.5411 0.6225 1.4728
H5 4.4894 -0.0118 5.2537
H6 -3.6792 -1.9395 1.4718
H7 1.4804 4.0470 3.4510
H8 -4.0456 -3.2416 -1.0275
H9 0.0196 5.0290 3.3488
H10 0.8716 -1.7469 1.9643
H11 0.9930 -3.7209 3.4736
H12 -2.1922 -1.0964 1.9576
H13 -2.1974 1.6079 0.5426
H14 0.7423 2.0789 5.0680
H15 2.9287 2.5689 -2.5961
H16 0.2020 -6.2015 0.2746
H17 0.9286 4.6240 1.8667
H18 -2.9335 0.7680 -1.1497
H19 -0.3261 -5.4788 -4.3258
H20 -4.2347 -0.0877 -0.2689
H21 2.6512 1.1983 6.3908
H22 -2.4929 4.5679 2.8816
H23 -0.0557 -2.8964 -4.4521
H24 -3.8842 -0.4304 -1.9806
H25 4.4206 -0.3223 2.7945
H26 -2.1589 -2.8348 1.6453
H27 -0.9132 1.3035 -5.3907
H28 -2.4659 -4.0365 -1.0775

Cartesian forces, eV/Å:
Co -0.2 0.6 -1.0
S 0.2 0.0 0.5
S 0.4 -0.3 0.1
Si 0.3 -0.4 0.0
O -0.4 0.1 0.3
N 0.1 0.0 -0.2
N 0.0 0.0 0.0
N 0.0 -0.1 -0.2
N 0.0 0.0 0.3
N 0.0 0.0 -0.1
N 0.0 0.0 -0.2
N 0.0 0.0 -0.3
N -0.1 0.4 0.4
N 0.0 0.0 0.0
C 0.0 0.0 0.0
C -0.2 0.2 0.0
C -0.1 -0.1 0.1
C -0.1 0.0 0.0
C -0.1 0.1 -0.1
C 0.0 -0.1 0.0
C 0.1 0.0 -0.1
C 0.1 -0.1 0.0
C -0.3 -0.3 0.1
C 0.0 0.0 0.1
C 0.3 0.3 0.0
C 0.1 0.2 0.0
C 0.1 -0.2 0.4
C -0.1 0.2 -0.4
C 0.0 0.0 0.0
C -0.2 -0.1 0.0
C 0.0 0.1 0.1
C 0.0 -0.2 -0.6
C -0.1 0.1 0.0
C 0.0 0.0 0.1
C 0.2 0.0 -0.2
C 0.0 0.0 -0.1
C 0.1 -0.1 0.1
C 0.0 0.0 -0.1
C -0.1 0.0 0.1
C 0.0 0.0 0.0
C 0.1 0.0 0.8
C -0.1 -0.1 0.2
H 0.0 0.0 0.0
H 0.0 0.0 0.1
H 0.0 0.0 0.0
H 0.0 0.0 0.0
H 0.0 0.0 0.0
H 0.1 0.0 0.0
H 0.0 0.0 0.0
H 0.1 0.0 -0.1
H 0.0 0.0 0.0
H 0.0 0.0 0.0
H 0.0 0.0 0.0
H 0.0 0.0 0.0
H 0.0 0.0 0.0
H 0.0 0.0 0.0
H 0.0 0.0 0.0
H 0.0 0.0 0.0
H 0.0 0.0 0.0
H 0.0 0.0 0.0
H 0.0 0.0 0.0
H 0.0 0.0 -0.1
H 0.0 0.0 0.0
H 0.0 0.0 0.0
H 0.0 0.0 0.0
H 0.0 0.0 0.0
H 0.0 0.0 0.0
H 0.0 0.1 0.0
H 0.0 0.0 0.0
H 0.0 0.0 0.0

Values from the calculation:
**Multiplicity**: 2
**Total energy**: -4120.57157 hartree
**Total charge**: -1
**<S²>**: 0.97

=====

Entry 3:
DFT (ωB97M-V/def2-TZVPD) results for a structure of composition C36H44N7O6STi at a distorted geometry.

CARTESIAN COORDINATES (ANGSTROEM)
Ti1 -0.4477 0.3280 -0.3607
S1 -2.1526 2.2659 -1.0106
O1 1.2968 2.5476 -3.1908
O2 -0.5740 -2.0640 -6.9424
O3 3.0380 0.5494 0.9223
O4 -1.0815 0.0677 -7.4424
O5 0.9236 1.4109 -1.3194
O6 0.7527 -0.8431 2.4026
N1 -4.7530 2.5647 -1.6338
N2 5.0444 -0.4279 1.3838
N3 -0.7737 -0.1926 -2.3814
N4 -0.4757 1.3860 1.3873
N5 4.8707 1.2545 -0.2117
N6 1.1716 -1.0121 -0.4411
N7 -4.4060 1.9563 0.4942
C1 -1.1123 -2.6656 0.5290
C2 -0.8558 -0.8858 -6.6978
C3 -6.0372 2.6834 -0.9728
C4 -1.3077 1.4297 2.4722
C5 4.0759 2.0640 -1.1113
C6 1.3275 -2.3785 -0.0764
C7 4.2364 0.4644 0.6994
C8 0.2856 -3.1007 0.5597
C9 0.4355 -0.4515 3.7099
C10 -3.8550 -2.1079 0.2624
C11 -1.5078 -1.3521 0.1302
C12 -0.1334 0.6256 -3.2392
C13 6.0543 -1.2078 0.7036
C14 2.8633 -4.2326 0.1845
C15 -3.4446 -3.3591 0.7054
C16 0.7540 1.6479 -2.5651
C17 0.0977 3.6822 1.8798
C18 -1.5715 -1.4149 -4.2728
C19 -0.1990 0.4881 -4.6165
C20 -2.8928 -1.1536 -0.0224
C21 2.5546 -2.9772 -0.3145
C22 -1.9306 0.1473 2.9525
C23 -5.8368 1.8301 0.2851
C24 0.2530 2.5153 1.1768
C25 -0.8457 3.7560 2.9077
C26 -1.0610 -0.5205 4.0349
C27 -0.9108 -0.5734 -5.1645
C28 -2.1016 -3.6301 0.8014
C29 4.4261 -1.1141 2.4954
C30 0.6725 -4.3265 1.1465
C31 -3.7910 2.2348 -0.7118
C32 -4.4508 3.3877 -2.7724
C33 1.9268 -4.8707 0.9867
C34 6.2574 1.6386 -0.1032
C35 -1.5077 -1.1752 -2.9156
C36 -1.5092 2.5738 3.2185
H1 -3.9393 1.3224 1.1301
H2 7.0244 -1.0997 1.1959
H3 -0.0293 -4.8685 1.7630
H4 -3.2469 -0.2094 -0.4368
H5 6.8466 1.2616 -0.9457
H6 -2.1851 2.5337 4.0628
H7 -6.1392 0.7899 0.0947
H8 -2.1272 -2.2610 -4.6492
H9 5.1886 -1.3119 3.2511
H10 -4.9103 -1.8999 0.1279
H11 -6.2484 3.7316 -0.7092
H12 -1.0168 4.6655 3.4623
H13 -2.0461 -1.8140 -2.2226
H14 -1.8145 -4.6377 1.0581
H15 2.1830 -5.8039 1.4734
H16 6.1426 -0.9041 -0.3350
H17 -6.3891 2.2033 1.1517
H18 -2.9135 0.3526 3.3834
H19 -3.4852 3.0767 -3.1676
H20 0.3275 1.1821 -5.2561
H21 0.3117 -1.6858 2.2073
H22 -4.3931 4.4493 -2.5018
H23 -6.8395 2.3107 -1.6151
H24 1.0155 2.4581 0.4121
H25 -1.2153 -0.0281 4.9977
H26 -1.3663 -1.5659 4.1390
H27 6.3256 2.7316 -0.1028
H28 0.7097 4.5332 1.6245
H29 0.9879 -1.0747 4.4362
H30 5.7840 -2.2671 0.7272
H31 -2.0448 -0.5394 2.1125
H32 4.4038 1.8940 -2.1379
H33 3.9651 -2.0567 2.1819
H34 3.6473 -0.4725 2.8987
H35 0.7924 0.5787 3.8062
H36 -5.2177 3.2534 -3.5349
H37 1.5667 -0.4202 0.3120
H38 3.2960 -2.4279 -0.8838
H39 6.6835 1.2660 0.8257
H40 4.1735 3.1269 -0.8784
H41 -4.1704 -4.1325 0.9212
H42 3.0258 1.7892 -1.0250
H43 1.7202 -0.8083 -1.2817
H44 3.8244 -4.6844 -0.0115

Cartesian forces, eV/Å:
Ti -0.6 1.1 1.2
S -0.5 0.4 -0.4
O -0.2 -0.2 0.0
O 0.1 -0.6 0.0
O -0.1 0.1 0.1
O -0.1 0.7 -0.3
O 0.5 0.2 0.0
O 0.0 -0.8 -0.2
N 0.5 -0.1 1.1
N -0.1 -0.1 0.0
N -0.2 -0.1 -1.3
N 0.0 -0.2 -0.1
N 0.1 0.1 -0.1
N 0.6 -0.3 -0.3
N 0.3 -0.2 -1.0
C -1.3 0.7 -0.1
C -0.1 0.1 0.8
C -0.3 0.0 0.2
C -0.8 0.1 1.0
C -0.3 -0.1 -0.1
C -0.5 -0.3 0.4
C 0.2 0.1 0.0
C 1.4 -0.3 -0.3
C -0.1 0.1 0.6
C 0.0 0.0 0.2
C -0.8 -2.1 0.2
C 0.1 0.0 -0.4
C 0.1 0.0 0.0
C -0.2 0.2 0.1
C -0.4 0.1 -0.1
C 0.4 0.5 -1.2
C 0.0 -0.3 -0.3
C 0.0 0.2 -0.1
C 0.0 0.1 0.2
C -0.3 -0.1 0.0
C 0.3 -0.2 0.1
C 0.3 0.0 0.0
C -0.4 -0.1 0.0
C 0.9 1.3 0.3
C -0.1 0.3 0.3
C 0.3 0.0 -0.3
C 0.2 -0.3 -0.3
C 0.5 0.0 0.1
C -0.1 0.1 0.1
C -0.3 0.4 0.0
C -0.3 0.1 0.3
C 0.2 0.0 -0.4
C 0.3 -0.1 -0.1
C 0.1 0.0 0.0
C -0.2 -0.3 -0.1
C 0.0 -0.3 -0.4
H 0.2 0.2 0.0
H 0.1 0.0 -0.1
H -0.1 0.0 0.0
H 0.1 -0.1 0.1
H 0.1 0.0 0.0
H -0.1 -0.1 0.1
H 0.1 0.1 0.0
H 0.0 -0.1 0.0
H 0.0 -0.1 0.1
H 0.0 0.0 0.0
H 0.1 -0.1 -0.1
H 0.0 0.1 0.1
H 0.1 0.1 -0.1
H 0.0 -0.1 0.0
H -0.1 0.0 0.0
H 0.1 0.0 0.0
H 0.0 0.0 -0.2
H -0.1 -0.1 -0.1
H -0.1 0.1 -0.1
H 0.0 0.1 0.1
H 0.2 0.3 0.2
H 0.0 -0.1 0.0
H 0.1 0.1 0.1
H -0.1 0.1 0.1
H 0.0 0.0 0.1
H 0.0 -0.1 0.1
H 0.0 -0.1 0.0
H 0.1 0.1 -0.1
H -0.1 0.2 0.0
H -0.1 0.0 0.0
H -0.1 0.1 0.3
H 0.0 0.1 -0.1
H 0.0 0.0 0.0
H 0.0 -0.1 0.1
H 0.0 -0.1 0.0
H 0.0 0.0 0.0
H 0.5 -0.3 0.0
H 0.0 0.1 0.0
H 0.0 0.0 0.0
H 0.0 0.0 0.0
H 0.0 0.0 0.0
H 0.1 0.1 -0.1
H -0.1 0.1 0.4
H 0.1 0.0 0.0

Values from the calculation:
**Multiplicity**: 3
**Total energy**: -3480.74883 hartree
**Total charge**: -1
**<S²>**: 2.02

=====

Entry 4:
DFT (ωB97M-V/def2-TZVPD) results for a cluster of 11 separate species, CH23O11 in total.

CARTESIAN COORDINATES (ANGSTROEM)
O1 4.6860 -2.6900 -38.7855
O2 4.1680 2.5639 -38.6254
O3 4.2496 4.1651 -36.3300
O4 4.7971 3.4604 -41.4351
O5 5.9090 1.3200 -35.1271
O6 7.3574 -1.7719 -39.1151
O7 1.3965 2.7640 -37.3985
O8 8.3511 0.8008 -38.4974
O9 5.4630 5.3560 -39.0794
O10 6.8587 2.9734 -37.4581
O11 2.4659 4.7108 -39.8516
C1 4.4183 1.2466 -38.9464
H1 7.4277 -0.8106 -38.9530
H2 2.2279 2.5963 -37.8708
H3 4.6907 2.9216 -40.6311
H4 2.8895 4.7748 -40.7138
H5 5.1300 4.4884 -38.8038
H6 5.3079 0.8352 -38.4207
H7 3.5917 0.5596 -38.6875
H8 5.6350 -2.4885 -38.8165
H9 9.0353 0.5049 -37.8903
H10 4.7150 5.7468 -39.5395
H11 3.0568 4.1055 -39.3754
H12 4.2632 -1.8291 -38.7427
H13 7.7748 1.3713 -37.9554
H14 1.3371 2.0436 -36.7657
H15 5.5712 0.9536 -35.9498
H16 4.3463 3.4762 -37.0148
H17 6.4060 2.0954 -35.4156
H18 6.0313 2.9617 -37.9696
H19 3.4095 4.5809 -36.5443
H20 8.1079 -1.9721 -39.6783
H21 4.6609 1.0594 -40.0101
H22 6.9121 3.8858 -37.1544
H23 4.2915 2.9895 -42.1038

Cartesian forces, eV/Å:
O 0.0 -0.1 0.1
O 0.3 0.5 -0.1
O 0.2 0.1 0.2
O -0.1 -0.1 -0.2
O 0.2 -0.2 0.2
O 0.0 0.2 0.1
O -0.2 -0.1 0.0
O -0.2 -0.2 0.2
O 0.2 0.1 0.1
O 0.1 0.0 0.1
O 0.0 0.3 -0.1
C 0.4 -0.4 0.2
H 0.2 -0.1 0.0
H 0.3 0.1 -0.1
H -0.1 0.4 0.2
H 0.1 -0.1 0.0
H -0.1 0.1 -0.2
H -0.1 0.0 0.1
H -0.1 0.1 -0.1
H 0.0 0.0 -0.1
H 0.0 0.0 0.0
H -0.1 0.0 0.0
H -0.1 -0.4 0.0
H 0.0 0.1 0.0
H 0.2 0.3 -0.2
H 0.1 0.0 0.1
H -0.1 0.1 0.0
H -0.4 -0.1 0.0
H -0.2 0.0 -0.2
H -0.4 -0.3 -0.2
H -0.1 -0.1 0.0
H 0.0 0.0 -0.1
H -0.2 0.0 -0.1
H 0.1 0.1 0.0
H 0.0 -0.1 0.0

Values from the calculation:
**Total energy**: -879.61224 hartree
**Total charge**: -1

=====

Entry 5:
DFT (ωB97M-V/def2-TZVPD) results for a structure of composition CH2O2S2 at a distorted geometry.

CARTESIAN COORDINATES (ANGSTROEM)
S1 0.0159 -0.8228 -1.0269
S2 -1.3111 0.0946 0.5119
O1 -1.9170 1.2564 -0.1305
O2 0.4427 -2.1435 -0.5817
C1 0.4689 0.3665 0.2876
H1 1.5958 -0.1206 0.9702
H2 0.7048 1.3694 -0.0305

Cartesian forces, eV/Å:
S 3.9 0.6 -5.5
S -1.9 1.1 6.6
O -0.5 0.9 -1.4
O 0.0 -1.5 1.2
C 2.9 -2.6 1.2
H -4.2 1.3 -1.8
H -0.3 0.2 -0.3

Values from the calculation:
**Multiplicity**: 3
**Total energy**: -985.94107 hartree
**Total charge**: 0
**<S²>**: 2.01

=====

Entry 6:
DFT (ωB97M-V/def2-TZVPD) results for the molecule C18H19N3O4S.

CARTESIAN COORDINATES (ANGSTROEM)
S1 0.3653 2.0941 -1.7511
O1 4.6677 0.6451 -0.6685
O2 0.1091 -2.2286 -0.5667
O3 0.5138 0.8620 3.0230
O4 -6.0259 0.1418 -0.6299
N1 1.7524 0.4037 -0.2089
N2 0.2865 1.6516 0.8824
N3 -0.9734 -1.2552 1.1928
C1 5.9411 -1.1634 -0.4458
C2 -3.1434 -0.2944 1.5002
C3 0.8201 1.3613 -0.3653
C4 -4.3906 0.0570 1.0368
C5 1.8227 -0.0522 1.1583
C6 -2.2473 -0.9705 0.6730
C7 2.4690 -0.2187 -1.3000
C8 4.6367 -1.5735 -0.8167
C9 -0.7564 2.6216 1.0924
C10 1.4103 -1.5284 1.3223
C11 5.8962 0.1931 -0.3697
C12 0.1115 -1.7390 0.5422
C13 -2.6271 -1.2868 -0.6233
C14 3.9000 -0.4326 -0.9453
C15 -3.8802 -0.9305 -1.0911
C16 0.8184 0.8645 1.8530
C17 -4.7753 -0.2552 -0.2693
C18 -6.4626 -0.1233 -1.9413
H1 -5.0899 0.5817 1.6678
H2 1.2864 -1.7414 2.3844
H3 -0.4734 3.5680 0.6322
H4 -4.1410 -1.1875 -2.1050
H5 -1.6881 2.2732 0.6422
H6 6.7868 -1.7931 -0.2625
H7 2.0061 -1.1788 -1.5550
H8 2.1817 -2.1757 0.9057
H9 -5.8231 0.3643 -2.6838
H10 -2.8523 -0.0381 2.5093
H11 -1.9412 -1.8055 -1.2714
H12 -0.8434 -0.9376 2.1448
H13 -6.5003 -1.1987 -2.1429
H14 -0.8849 2.7446 2.1659
H15 -7.4680 0.2898 -2.0054
H16 2.8273 0.0955 1.5751
H17 6.6404 0.9236 -0.1228
H18 4.2973 -2.5760 -0.9786
H19 2.3736 0.4601 -2.1545

Cartesian forces, eV/Å:
S -0.2 0.2 -0.4
O -0.4 0.4 -0.1
O -0.1 -0.1 -0.3
O 0.0 -0.1 0.2
O 0.1 0.1 0.3
N -0.2 0.1 0.2
N 0.2 0.0 -0.1
N -0.2 0.1 0.4
C 0.2 0.6 0.1
C 0.0 -0.1 -0.1
C 0.1 0.1 -0.2
C -0.1 0.0 -0.2
C 0.2 -0.3 0.4
C -0.3 0.0 -0.3
C 0.3 0.1 -0.2
C -0.5 0.5 -0.1
C -0.3 0.2 0.1
C -0.1 0.1 -0.2
C 0.6 -0.7 0.1
C 0.5 -0.2 0.5
C 0.2 -0.1 0.1
C -0.2 -0.9 -0.1
C -0.4 0.2 0.0
C 0.3 -0.1 0.0
C 0.2 0.0 0.1
C -0.1 0.0 -0.2
H -0.1 0.1 0.1
H 0.1 0.0 0.0
H 0.0 -0.1 0.0
H -0.1 0.0 -0.1
H 0.0 0.0 0.0
H 0.2 -0.1 0.1
H 0.1 0.1 0.0
H -0.1 0.0 0.0
H 0.0 0.0 0.0
H 0.0 0.0 0.1
H 0.0 0.0 0.0
H 0.2 -0.1 -0.1
H 0.0 0.0 0.0
H 0.0 0.0 0.0
H 0.1 0.0 0.0
H -0.1 0.0 0.0
H 0.0 0.2 0.0
H -0.2 -0.2 -0.1
H 0.0 -0.2 0.1

Values from the calculation:
**Total energy**: -1560.77031 hartree
**Total charge**: 0
**SMILES**: COc1ccc(NC(=O)C[C@@H]2C(=O)N(C)C(=S)N2Cc2ccco2)cc1

=====

Relative energy (zero: lowest compared OMol25 entry of this formula, charge and spin)
In order: 284.5 156.4 193.6 11.5 156.9 157.8
Unit: kJ/mol